91
Properties=species:S:1:pos:R:3 method="wB97M-V/def2-TZVPD" orbital_gap_ha=0.10415 charge=-2 relative_energy_ev=3.220 total_energy_ev=-62024.868 lumo_energy_ev=3.1836 e_homo_ev=0.35
Rb 0.1162 0.2853 -0.1253
N 1.6603 -2.0321 -1.6879
C 2.2168 -2.2849 -3.0166
C 3.2812 -3.3804 -3.0185
C 3.1138 -4.5519 -2.0365
C 1.8401 -5.4056 -2.0799
N 0.6446 -4.7865 -1.5309
C 0.5448 -4.5787 -0.2189
N -0.5814 -4.1325 0.3269
N 1.5202 -5.0501 0.6046
C 2.7908 -0.9690 -3.6876
O 3.7329 -1.1334 -4.4874
O 2.2004 0.0669 -3.3313
H 1.1691 -1.1426 -1.7858
H 2.4266 -1.7972 -1.0566
H 1.3650 -2.5860 -3.6449
H 4.2402 -2.9168 -2.7735
H 3.3663 -3.7384 -4.0456
H 3.2089 -4.1426 -1.0270
H 3.9542 -5.2354 -2.1951
H 2.0103 -6.3105 -1.4896
H 1.6290 -5.7096 -3.1063
H 0.1727 -4.0899 -2.0945
H -1.3133 -3.8303 -0.3443
H -0.4911 -3.5274 1.1355
H 2.4557 -4.9067 0.2507
H 1.4234 -4.7150 1.5536
F 0.4039 -1.8192 5.8542
C -0.3606 -1.0327 5.0217
C -0.3960 -1.2926 3.6716
C -1.1741 -0.5429 2.7637
C -1.9076 0.5105 3.3709
C -1.8079 0.7748 4.7309
F -2.4510 1.8470 5.2870
C -1.0423 0.0187 5.5974
C -2.8218 1.3400 2.5448
C -4.1340 1.5968 2.9598
C -4.9745 2.3325 2.1467
C -4.4847 2.8184 0.9410
C -3.1726 2.5244 0.6131
N -2.3621 1.8074 1.3801
H 0.2060 -2.1272 3.3125
H -0.9705 0.2554 6.6490
H -4.4884 1.1988 3.9006
H -5.9970 2.5321 2.4458
H -5.1141 3.4000 0.2798
H -2.7384 2.8802 -0.3166
N -3.6091 1.8895 -3.0371
C -2.9936 0.6733 -2.8297
O -2.0388 0.5981 -2.0586
C -3.5309 -0.4105 -3.6320
C -4.7681 -0.3097 -4.2815
N -5.8015 -0.2280 -4.8001
C -2.8071 -1.5863 -3.7494
N -2.1793 -2.5494 -3.9076
H -4.4985 1.9056 -3.5066
H -3.4134 2.6180 -2.3741
C 0.5077 3.5001 2.7865
C 0.6853 3.8912 1.3162
C 0.6781 5.4375 1.2181
C 1.9264 3.2475 0.7294
H -0.4023 3.9377 3.2167
H 1.3675 3.8473 3.3707
H 0.4373 2.4150 2.8789
H -0.1954 3.5302 0.7650
H 1.5300 5.8469 1.7691
H -0.2481 5.8729 1.6318
H 0.7679 5.7474 0.1758
H 2.8464 3.6238 1.2065
H 1.9943 3.3690 -0.3596
C 3.6626 1.1452 2.7090
N 3.6869 -0.2336 3.1811
C 4.4483 -0.5043 4.3794
C 3.8018 -1.6401 5.1526
C 3.7365 -2.8516 4.2427
N 3.1381 -2.5002 2.9749
C 2.4747 -3.5558 2.2544
C 3.0679 -1.2111 2.4638
O 2.4821 -0.9969 1.4089
H 3.3543 1.8035 3.5236
H 2.9569 1.2721 1.8850
H 4.6549 1.4501 2.3602
H 4.4591 0.4058 4.9807
H 5.4923 -0.7559 4.1370
H 2.7879 -1.3445 5.4300
H 4.3649 -1.8784 6.0567
H 3.1273 -3.6318 4.7100
H 4.7453 -3.2652 4.0899
H 1.7127 -4.0328 2.8825
H 3.1922 -4.3234 1.9342
H 2.0063 -3.1021 1.3827

---

15
Properties=species:S:1:pos:R:3 method="wB97M-V/def2-TZVPD" orbital_gap_ha="0.15788 / 0.15746" relative_energy_ev=10.519 total_energy_ev=-7378.229 lumo_energy_ev="-2.1318 / -2.1312" e_homo_ev="-6.43 / -6.42"
C -3.4555 0.0273 -0.1545
C -4.4909 -0.6868 0.2354
C 0.3618 0.8057 -0.3257
C 0.7418 -0.5850 0.2370
C -1.1013 1.2603 0.1566
C 0.1100 -1.8575 -0.1892
C -2.2819 0.4431 -0.0022
H 0.9760 1.4810 0.0821
H 0.4683 0.8364 -1.4310
H 1.7757 -0.7899 0.1794
H 0.4799 -0.4037 1.2294
H -0.9133 1.3328 1.2850
H -1.2926 2.2099 -0.2701
H -0.9238 -1.8726 0.0413
H 0.4799 -2.5364 -0.9030

---

43
Properties=species:S:1:pos:R:3 method="wB97M-V/def2-TZVPD" orbital_gap_ha=0.30419 smiles="O=C(CSc1nc2nccnc2c(=O)n1Cc1cccs1)Nc1ccccc1F" total_energy_ev=-55864.603 lumo_energy_ev=-0.2740 e_homo_ev=-8.55
O 2.6083 0.1276 -1.2944
C 2.5467 0.5660 -0.1695
N 2.8072 -0.1329 0.9655
C 2.8895 -1.5195 1.0970
C 2.9416 -2.4107 0.0312
C 2.9897 -3.7740 0.2651
C 2.9965 -4.2756 1.5547
C 2.9578 -3.4042 2.6314
C 2.9059 -2.0500 2.3884
F 2.8683 -1.1889 3.4371
H 2.9650 -3.7600 3.6495
H 3.0342 -5.3399 1.7274
H 3.0227 -4.4507 -0.5750
H 2.9323 -2.0261 -0.9746
H 2.6601 0.3407 1.8470
C 2.2505 2.0460 0.0943
H 1.9692 2.2456 1.1263
H 3.1051 2.6586 -0.1951
S 0.8955 2.5821 -0.9892
C -0.1890 1.2480 -0.6984
N 0.1627 0.4399 0.2455
C -0.5549 -0.6922 0.4331
N -0.1313 -1.5445 1.3734
C -0.8147 -2.6584 1.5102
C -1.9368 -2.9468 0.7252
N -2.3753 -2.1085 -0.1896
C -1.6952 -0.9753 -0.3493
C -2.1451 -0.0051 -1.3516
O -3.1326 -0.0948 -2.0384
N -1.2901 1.1089 -1.4761
C -1.6646 2.1207 -2.4616
C -2.5436 3.1604 -1.8502
C -3.8732 3.0536 -1.5768
C -4.4010 4.2094 -0.9610
C -3.4647 5.1736 -0.7741
S -1.9146 4.6931 -1.3394
H -3.5851 6.1455 -0.3385
H -5.4320 4.3156 -0.6756
H -4.4481 2.1760 -1.8126
H -2.2138 1.5933 -3.2478
H -0.7533 2.5635 -2.8694
H -2.4924 -3.8663 0.8388
H -0.4574 -3.3433 2.2674

---

36
Properties=species:S:1:pos:R:3 method="wB97M-V/def2-TZVPD" orbital_gap_ha=0.33613 relative_energy_ev=3.012 smiles="N[C@@H](CC(=O)O)C(=O)O.CSCC[C@H](N)C(=O)O" total_energy_ev=-35723.863 lumo_energy_ev=0.4783 e_homo_ev=-8.67
C 2.3489 -0.1796 3.3089
C 2.0546 -1.1378 2.2062
C 2.3003 -0.7263 4.8084
C 0.9074 -0.7845 5.3075
C -0.4369 0.8277 -2.4403
C -0.2795 0.2986 -1.0297
C -1.0469 -0.2219 -3.3985
C -1.3362 0.5278 -4.6802
C -3.9349 0.2778 -4.4150
H 2.0474 1.6881 2.7266
H 0.8647 0.9181 2.8605
H 3.4057 -0.0041 3.1855
H 2.7764 -1.6742 5.0585
H 2.8122 0.0758 5.4082
H -0.2692 -0.7340 6.7372
H 0.2645 -1.4376 2.8439
H 1.4593 0.5274 -3.1980
H 1.3251 1.9115 -2.4769
H -1.0413 1.6457 -2.4190
H -1.9246 -0.7669 -3.0551
H -0.1990 -0.9080 -3.5597
H -0.4272 1.0615 -5.0592
H -1.6901 -0.1386 -5.5167
H -4.8341 0.6423 -4.1962
H -3.9500 -0.0661 -5.3485
H -3.7470 -0.4796 -3.7724
H -1.0153 -0.4785 0.5069
N 1.5981 1.1109 3.2779
N 0.8793 1.2596 -2.9875
O 2.9394 -1.5903 1.4987
O 0.0479 -1.1177 4.5178
O 0.5993 -0.4727 6.6538
O 0.7665 -1.5653 2.0680
O 0.8036 0.1864 -0.4990
O -1.3696 -0.1924 -0.4425
S -2.6988 1.7168 -4.4799

---

15
Properties=species:S:1:pos:R:3 method="wB97M-V/def2-TZVPD" orbital_gap_ha="0.31256 / 0.30789" total_energy_ev=-32139.856 lumo_energy_ev="-1.6028 / -1.6841" e_homo_ev="-10.11 / -10.06"
C -0.0811 0.1018 0.0054
C 0.7191 -0.9819 -0.7907
C 0.1055 1.5840 -0.4425
C -1.5168 -0.2392 0.3037
N 1.0863 -0.1596 1.7877
O 1.6338 -1.1695 1.7916
F 2.0650 -0.7595 -0.6921
F 0.5986 -2.1850 -0.2924
F 0.4031 -0.9871 -2.0402
F 0.5984 1.5170 -1.6466
F 1.0093 2.1985 0.4350
F -0.9786 2.3077 -0.4701
F -1.4608 -1.5185 0.7842
F -2.4191 -0.0947 -0.6756
F -1.9443 0.5098 1.3329

---

80
Properties=species:S:1:pos:R:3 method="wB97M-V/def2-TZVPD" orbital_gap_ha="0.20103 / 0.22510" charge=+4 relative_energy_ev=1.316 total_energy_ev=-135065.415 multiplicity=2 lumo_energy_ev="-13.0600 / -12.5684" e_homo_ev="-18.53 / -18.69"
Re -1.1620 -0.9429 -0.4694
C -0.4163 -2.8759 -3.1497
C -1.4213 -1.9838 -3.8310
S -1.6749 -0.4579 -2.8404
C -3.5054 -0.3305 -2.7823
C -4.2007 -1.4451 -2.0190
S -3.4404 -1.7315 -0.3748
C -3.2833 -3.5401 -0.3246
C -2.3639 -4.0764 -1.4011
S -0.7875 -3.1636 -1.3899
H 0.5791 -2.4270 -3.1319
H -0.3310 -3.8473 -3.6411
H -2.3840 -2.4745 -3.9669
H -1.0626 -1.6731 -4.8122
H -3.8580 -0.2861 -3.8138
H -3.7031 0.6392 -2.3237
H -4.1633 -2.3823 -2.5714
H -5.2497 -1.2007 -1.8524
H -4.2834 -3.9724 -0.3862
H -2.8942 -3.7461 0.6741
H -2.8024 -4.0121 -2.3952
H -2.1217 -5.1229 -1.2116
C 0.8283 2.4671 1.4714
O -0.4988 1.9314 1.0496
C -1.3487 1.5843 2.1499
C -1.8269 2.5792 2.9772
C -2.5482 2.2153 4.1049
C -2.7527 0.8666 4.3862
C -2.2585 -0.1144 3.5457
C -1.5594 0.2313 2.3875
N -1.0465 -0.7650 1.5019
N -0.3946 -1.7036 2.2266
C 0.7008 -2.2871 1.8627
C 1.4540 -1.8294 0.6771
O 0.8231 -1.1248 -0.2140
C 2.8096 -2.0936 0.5791
C 3.3927 -2.9459 1.5005
C 2.6833 -3.5628 2.5631
C 3.3310 -4.4580 3.4272
C 2.6292 -5.0606 4.4554
C 1.2800 -4.7714 4.6306
C 0.6196 -3.8810 3.7876
C 1.3110 -3.2693 2.7554
H 1.1020 1.9197 2.3680
H 1.5166 2.2505 0.6595
H 0.7408 3.5311 1.6740
H -1.6240 3.6218 2.7617
H -2.9333 2.9783 4.7674
H -3.3040 0.5775 5.2709
H -2.4294 -1.1589 3.7664
H 3.3783 -1.6708 -0.2374
H 4.4464 -3.1809 1.3923
H 4.3828 -4.6715 3.2828
H 3.1266 -5.7518 5.1218
H 0.7331 -5.2444 5.4356
H -0.4308 -3.6742 3.9412
Ge -1.4818 2.3775 -0.5458
C -3.3087 2.7726 -0.2822
C -3.7161 3.9724 -0.8827
C -5.0388 4.3741 -0.7587
C -5.9373 3.5796 -0.0603
C -5.5271 2.3806 0.5240
C -4.2115 1.9696 0.4196
C -0.4064 3.0002 -1.9481
C 0.9186 3.4307 -1.8613
C 1.5200 3.9866 -2.9769
C 0.8111 4.1182 -4.1682
C -0.5149 3.7030 -4.2527
C -1.1310 3.1541 -3.1417
H -2.1162 0.4972 -0.4707
H -3.0189 4.6012 -1.4248
H -5.3626 5.3050 -1.2044
H -6.9690 3.8927 0.0335
H -6.2410 1.7758 1.0672
H -3.8928 1.0476 0.8894
H 1.4854 3.3730 -0.9414
H 2.5414 4.3370 -2.9138
H 1.2899 4.5655 -5.0293
H -1.0693 3.8314 -5.1725
H -2.1787 2.8758 -3.2031

---

What did the second record say?
15
Properties=species:S:1:pos:R:3 method="wB97M-V/def2-TZVPD" orbital_gap_ha="0.15788 / 0.15746" relative_energy_ev=10.519 total_energy_ev=-7378.229 lumo_energy_ev="-2.1318 / -2.1312" e_homo_ev="-6.43 / -6.42"
C -3.4555 0.0273 -0.1545
C -4.4909 -0.6868 0.2354
C 0.3618 0.8057 -0.3257
C 0.7418 -0.5850 0.2370
C -1.1013 1.2603 0.1566
C 0.1100 -1.8575 -0.1892
C -2.2819 0.4431 -0.0022
H 0.9760 1.4810 0.0821
H 0.4683 0.8364 -1.4310
H 1.7757 -0.7899 0.1794
H 0.4799 -0.4037 1.2294
H -0.9133 1.3328 1.2850
H -1.2926 2.2099 -0.2701
H -0.9238 -1.8726 0.0413
H 0.4799 -2.5364 -0.9030